No. 1
This record from the OMol25 dataset describes a cluster of 6 separate species, C41H40F2I2N7O5 in total in a non-equilibrium geometry. The level of theory is ωB97M-V with the def2-TZVPD basis set.

Last column: Mulliken charge in e.
Element x y z (Å)
H  2.269  -3.145  3.024  0.470
H  4.154  3.759  -1.788  0.277
C  -1.025  -4.809  3.889  -0.144
H  1.034  -0.408  -5.647  0.797
C  -5.232  -4.614  1.113  -0.533
C  -4.464  0.595  3.026  -0.432
H  -7.891  -5.445  3.017  0.344
H  -0.940  5.424  1.653  0.442
C  5.593  -3.693  3.707  -0.227
H  6.431  -5.440  0.951  0.383
H  0.887  5.748  0.002  0.052
C  6.071  -5.220  1.947  -0.206
C  0.464  6.598  0.530  0.281
C  -4.456  -4.089  2.133  -0.049
H  2.178  -4.731  4.942  0.468
O  4.212  0.527  -3.646  -0.689
H  -5.154  2.073  1.621  0.369
H  -7.125  -5.535  0.651  0.360
H  -1.993  -5.260  4.092  0.376
F  2.075  0.613  0.434  -0.238
H  0.510  1.666  -5.633  0.517
C  -2.199  0.755  1.548  -0.267
H  -0.010  -5.817  5.492  0.372
C  -0.556  6.415  1.454  -0.527
H  -4.578  2.880  -3.036  0.401
C  -4.333  1.436  1.931  -0.350
C  -2.227  -0.122  2.623  -0.239
H  -5.388  0.565  3.587  0.382
O  0.162  -2.846  -4.144  -0.581
N  -6.183  -4.568  3.731  -0.597
H  5.589  -7.262  2.437  0.359
O  0.989  -1.267  0.540  -0.603
I  3.796  3.380  -5.392  0.081
C  3.299  0.088  -4.375  0.088
C  -2.998  3.516  -4.337  -0.666
H  2.983  1.978  -2.370  0.948
C  -0.896  2.311  -4.194  1.119
C  1.066  -2.141  -4.463  0.444
C  0.185  -3.390  2.578  -0.899
C  0.480  8.848  0.866  -0.255
C  -1.476  1.497  -3.230  0.932
H  2.035  4.437  -3.726  0.539
H  6.418  -3.099  1.815  0.376
H  -0.917  0.698  -2.773  -0.261
C  -0.535  8.773  1.807  -0.328
C  -3.564  2.706  -3.359  -0.620
C  5.604  -6.233  2.769  -0.370
H  4.541  5.008  -3.022  0.382
H  -1.255  3.971  -5.500  0.425
C  0.886  -0.653  -4.597  -1.420
N  -3.226  1.526  1.196  -0.409
C  1.894  -0.435  -2.388  -1.146
C  5.149  -5.897  4.034  -0.150
H  4.768  -6.659  4.707  0.362
C  0.078  -5.121  4.669  -0.749
H  0.808  3.209  -4.968  0.499
C  -2.792  1.686  -2.815  -0.894
C  2.192  2.490  -2.903  -1.561
F  2.225  -2.685  -4.739  -0.213
N  -0.990  -3.962  2.861  -0.133
O  3.367  -0.330  -5.545  -0.755
N  0.982  7.790  0.231  -0.490
C  -4.978  -4.092  3.418  -0.186
C  0.551  2.193  -4.683  -1.713
C  -3.386  -0.201  3.377  -0.334
C  1.288  -4.518  4.361  -0.059
C  1.834  0.224  -3.772  2.210
H  3.156  5.191  -1.969  0.295
H  -3.468  -3.690  1.943  0.374
C  -6.488  -5.115  1.417  -0.208
H  -0.901  9.668  2.292  0.350
C  3.756  4.467  -2.510  -1.124
H  -4.862  -4.633  0.095  0.403
C  -6.914  -5.066  2.736  -0.345
H  -3.563  4.312  -4.802  0.380
C  -1.063  7.527  2.104  -0.353
N  1.524  1.650  -3.783  1.254
C  -1.683  3.323  -4.747  -0.749
H  -3.206  1.050  -2.046  0.356
H  -3.448  -0.873  4.223  0.443
H  5.574  -2.690  4.120  0.387
H  -1.858  7.424  2.832  0.368
C  2.847  3.750  -3.513  -0.401
N  5.138  -4.653  4.512  -0.530
H  0.084  -0.579  -1.525  0.345
H  0.920  9.804  0.601  0.339
O  2.690  -1.263  -2.092  -0.543
H  0.190  -2.708  1.742  1.386
C  6.066  -3.920  2.424  -0.381
H  -0.165  -0.485  -4.388  0.266
C  1.307  -0.317  -0.083  0.228
H  -4.402  -3.694  4.247  0.446
H  -1.309  0.851  0.933  0.456
N  0.905  0.008  -1.380  0.314
I  0.909  3.331  -1.257  0.112
H  -1.362  -0.727  2.859  0.369
C  1.345  -3.636  3.297  -1.002

charge	-1
spin multiplicity	1
HOMO energy	-5.406	eV
Kohn-Sham gap	0.2774	Eh

No. 2
This record from the OMol25 dataset describes a structure of composition C41H40FeN5S4Se in a non-equilibrium geometry. The level of theory is ωB97M-V with the def2-TZVPD basis set.

Last column: Mulliken charge in e.
Element x y z (Å)
C  -3.976  -1.012  -1.305  -0.045
C  -0.963  -3.917  -5.088  -0.885
C  -0.998  -3.116  2.650  -0.399
C  -1.988  -3.304  -7.310  -1.531
H  -2.659  0.365  -3.883  0.718
H  -0.606  -5.113  -2.186  0.304
C  3.726  2.452  -4.358  -0.682
H  0.641  4.025  -2.314  0.543
H  -2.628  2.873  6.283  0.323
C  -1.832  2.303  6.757  -1.418
H  2.671  -0.760  -4.140  0.538
H  -1.031  2.984  7.053  0.311
N  2.681  1.080  0.834  0.044
C  2.331  4.524  4.388  -0.562
H  4.989  2.879  3.084  0.424
C  3.200  2.143  -0.024  -0.875
C  -3.687  -3.519  2.785  -0.958
C  -3.827  -2.074  0.717  -0.211
C  3.647  4.253  4.047  -0.643
C  1.326  3.626  4.042  -0.893
H  0.253  -5.599  -3.658  0.398
C  -0.321  0.364  6.184  -0.923
H  0.972  -4.443  -2.527  0.327
H  -2.215  1.835  7.665  0.407
C  2.163  3.223  -0.205  -0.823
C  -5.253  -1.473  -1.161  -0.562
C  1.685  0.920  -3.264  0.747
H  -3.051  -3.554  -7.345  0.286
N  0.941  2.645  -0.761  0.084
C  -1.349  0.352  3.702  0.423
C  -1.642  0.037  -3.657  -1.323
C  -1.765  -1.714  -5.370  -0.915
H  4.521  3.052  -4.781  0.395
C  0.040  -4.762  -2.993  -1.714
H  -4.759  -3.661  2.805  0.425
H  -3.297  -4.739  4.500  0.414
C  2.714  3.059  -3.625  -0.487
H  2.876  0.062  2.635  0.445
C  -1.497  -3.923  3.655  -0.857
C  3.718  1.078  -4.542  -0.564
H  2.085  5.434  4.920  0.412
C  3.959  3.088  3.353  -0.573
C  -1.313  1.268  5.803  0.973
S  0.831  -0.746  1.298  -0.286
C  0.651  2.943  -2.177  -1.784
H  -1.461  0.188  -2.603  -0.966
N  -1.778  -2.525  1.747  0.546
C  -3.116  -2.726  1.795  1.255
H  -0.762  -4.908  -5.483  0.304
H  -1.828  -2.462  -7.985  0.364
H  4.107  2.538  0.430  0.473
H  0.850  1.775  3.082  0.449
Fe  -1.281  -1.078  0.383  -0.480
H  2.715  4.137  -3.493  0.420
N  -1.820  1.264  4.577  -0.480
C  2.962  2.188  3.003  0.537
H  -0.967  0.687  -4.222  0.598
C  1.689  2.301  -3.071  0.766
C  0.505  1.457  -0.247  0.377
S  -5.473  -2.344  0.293  -0.330
H  1.931  3.685  0.758  0.428
H  0.063  -2.946  2.556  0.523
H  3.459  1.712  -0.994  0.489
H  -2.195  -0.933  -5.993  0.401
H  -6.078  -1.352  -1.846  0.463
C  -2.869  -4.117  3.724  -0.462
C  -0.873  -2.371  -3.225  -0.023
C  -1.429  -1.394  -4.055  1.564
H  -1.435  -4.161  -7.696  0.363
H  -0.822  -4.377  4.366  0.460
H  0.909  0.301  -2.822  0.230
H  4.507  0.602  -5.111  0.416
C  -0.612  -3.649  -3.771  0.597
H  0.294  3.828  4.301  0.522
Se  -0.294  -2.244  -1.371  0.259
S  -2.151  0.399  2.147  -0.340
C  3.272  0.962  2.173  -1.567
C  -1.562  -2.970  -5.907  0.461
H  -0.350  2.577  -2.391  0.530
C  0.117  -0.505  5.209  -0.360
S  -1.066  1.007  -0.412  -0.597
C  1.641  2.466  3.355  0.418
H  4.350  0.833  2.065  0.530
C  -3.130  -1.326  -0.200  0.351
H  4.432  4.947  4.317  0.395
H  -3.664  -0.469  -2.184  0.392
H  2.520  4.000  -0.878  0.462
C  2.693  0.313  -3.997  -1.133
H  0.091  0.355  7.183  0.400
C  1.409  0.639  0.622  0.434
N  -0.376  -0.519  3.973  0.061
H  0.908  -1.221  5.416  0.473

⟨S²⟩	0.809
spin multiplicity	2
HOMO energy (alpha / beta)	-6.994 / -6.985	eV
Kohn-Sham gap (alpha / beta)	0.2082 / 0.2041	Eh

Number 1: E -85472.114 eV. Number 2: E -193691.575 eV.